Entry 1:
{
  "formula": "C4H5N3",
  "method": "the ωB97M-V functional and the def2-TZVPD basis",
  "species": ["C", "N", "N", "C", "C", "N", "C", "H", "H", "H", "H", "H"],
  "xyz": [[1.08, 1.13, 0.01], [1.82, -0.11, 0.03], [1.05, -1.19, -0.06], [-0.16, -0.70, -0.03], [-0.21, 0.68, 0.00], [-1.63, 0.83, 0.06], [-1.78, -0.70, 0.06], [1.42, 2.20, 0.15], [2.78, -0.27, -0.08], [-2.03, 1.11, -0.92], [-2.29, -1.25, -0.79], [-2.16, -0.92, 1.13]],
  "e_lumo_ev": 1.1,
  "e_tot_ev": -8695.716,
  "e_homo_ev": -8.70,
  "de_lowest_ev": 4.097,
  "largest_force_ev_per_a": 3.602,
  "gap_ev": 9.774,
  "multiplicity": 1
}

***

Entry 2:
{
  "formula": "C5H10NO",
  "method": "the ωB97M-V functional and the def2-TZVPD basis",
  "species": ["C", "C", "C", "C", "C", "N", "O", "H", "H", "H", "H", "H", "H", "H", "H", "H", "H"],
  "xyz": [[-1.38, -0.40, 0.10], [-2.31, -1.08, 0.71], [-1.06, 0.50, -1.03], [-0.04, 0.16, 0.00], [1.67, -0.98, -0.73], [0.47, 1.37, 0.82], [2.67, -0.18, -0.16], [-2.20, -1.73, 1.53], [-3.40, -1.15, 0.45], [-1.06, 0.12, -2.08], [-1.63, 1.42, -0.94], [1.62, -0.71, -1.89], [1.64, -2.00, -0.36], [0.54, 1.44, 1.83], [0.03, 2.22, 0.45], [1.46, 1.47, 0.55], [2.98, -0.48, 0.75]],
  "e_lumo_ev": -3.6,
  "e_tot_ev": -8873.194,
  "charge": 1,
  "e_homo_ev": -12.95,
  "de_lowest_ev": 5.386,
  "largest_force_ev_per_a": 4.142,
  "gap_ev": 9.367,
  "multiplicity": 1
}

***

Entry 3:
{
  "formula": "C2H3N3O2",
  "method": "the ωB97M-V functional and the def2-TZVPD basis",
  "species": ["C", "C", "H", "H", "H", "N", "N", "N", "O", "O"],
  "xyz": [[-0.22, -1.35, 0.17], [-0.38, 0.02, -0.44], [0.48, 1.99, 1.04], [-0.95, -2.23, 0.23], [-2.07, 0.04, -0.78], [0.94, 0.59, -0.48], [0.93, -1.36, 0.61], [-1.35, 0.70, -0.78], [0.96, 1.89, -0.09], [1.65, -0.30, 0.51]],
  "e_lumo_ev": 0.0,
  "e_tot_ev": -10681.307,
  "e_homo_ev": -9.99,
  "de_lowest_ev": 7.150,
  "largest_force_ev_per_a": 5.222,
  "gap_ev": 10.019,
  "multiplicity": 1
}